# CH4O3S

A 2-piece molecular cluster, CH4O3S overall in a non-equilibrium geometry (the ωB97M-V functional and the def2-TZVPD basis, the Open Molecules 2025 dataset).

The highest occupied orbital energy (alpha / beta) is -8.52 / -8.52 eV. Its total energy is -18074.9562 eV. Its energy above the lowest of the compared OMol25 structures with the same formula, charge and spin is 471.9 kJ/mol. The calculation puts the lowest unoccupied orbital energy (alpha / beta) at -0.1 / -0.1 eV.

Geometry as ORCA input:
```
! RIJCOSX wB97M-V def2-TZVPD def2/J DEFGRID3
* xyz 0 1
S 2.21 0.15 -0.29
O -0.44 -1.63 0.08
O 0.81 0.12 0.68
O -1.04 0.34 -0.84
C -0.34 -0.31 0.13
H 2.19 1.41 -0.18
H -1.23 0.42 1.71
H -1.28 1.18 -0.52
H -0.88 -1.69 -0.77
*
```

***

# CH4O3S

A 2-piece molecular cluster, CH4O3S overall in a non-equilibrium geometry (the ωB97M-V functional and the def2-TZVPD basis, the Open Molecules 2025 dataset).

The highest occupied orbital energy is -7.60 eV. Its total energy is -18077.4472 eV. Its energy above the lowest of the compared OMol25 structures with the same formula, charge and spin is 231.6 kJ/mol. The calculation puts the lowest unoccupied orbital energy at 0.2 eV.

Geometry as ORCA input:
```
! RIJCOSX wB97M-V def2-TZVPD def2/J DEFGRID3
* xyz 0 1
S -1.55 -0.67 3.10
O -0.81 -1.09 -0.63
O -1.11 -0.53 1.50
O 0.67 1.42 -0.51
C -1.23 -1.39 0.58
H 0.56 2.12 0.13
H -0.40 -0.19 -0.64
H -1.66 -2.37 0.72
H 1.61 1.20 -0.54
*
```

***

# CH4O3S

A 2-piece molecular cluster, CH4O3S overall in a non-equilibrium geometry (the ωB97M-V functional and the def2-TZVPD basis, the Open Molecules 2025 dataset).

The highest occupied orbital energy is -9.85 eV. Its total energy is -18077.5749 eV. Its energy above the lowest of the compared OMol25 structures with the same formula, charge and spin is 219.2 kJ/mol. The calculation puts the lowest unoccupied orbital energy at 0.6 eV.

Geometry as ORCA input:
```
! RIJCOSX wB97M-V def2-TZVPD def2/J DEFGRID3
* xyz 0 1
S -2.14 0.34 0.26
O -1.67 -0.91 -0.35
O 1.23 1.09 0.17
O 1.29 -1.15 0.05
C 1.77 0.05 0.10
H -0.98 0.98 0.15
H 2.95 0.04 0.31
H -2.76 0.91 -0.72
H 0.31 -1.35 0.04
*
```

***

# CH4O4P

An isolated ion of composition CH4O4P and charge -1 in a non-equilibrium geometry (the ωB97M-V functional and the def2-TZVPD basis, the Open Molecules 2025 dataset).

As for the SMILES: O=[P@@H]([O-])C(O)O. The highest occupied orbital energy is -4.53 eV. Its total energy is -18583.0493 eV. Its energy above the lowest of the compared OMol25 structures with the same formula, charge and spin is 7.0 kJ/mol. The calculation puts the lowest unoccupied orbital energy at 4.1 eV.

Geometry as ORCA input:
```
! RIJCOSX wB97M-V def2-TZVPD def2/J DEFGRID3
* xyz -1 1
P -1.17 -0.32 -0.27
O -2.31 0.42 -0.85
O -1.27 -0.82 1.11
O 0.87 1.08 0.97
O 1.33 -0.67 -0.48
C 0.57 0.59 -0.23
H 0.95 1.24 -1.04
H 0.20 0.79 1.58
H -0.57 -1.25 -1.16
H 1.40 -1.07 0.38
*
```

***

# CH4OP2

CH4OP2 as an isolated structure in a non-equilibrium geometry (the ωB97M-V functional and the def2-TZVPD basis, the Open Molecules 2025 dataset).

The highest occupied orbital energy (alpha / beta) is -7.31 / -8.87 eV. Its total energy is -21722.4544 eV. Its energy above the lowest of the compared OMol25 structures with the same formula, charge and spin is 166.4 kJ/mol. The calculation puts the lowest unoccupied orbital energy (alpha / beta) at -1.0 / -2.1 eV. The expectation value of S² is 2.0386.

Geometry as ORCA input:
```
! RIJCOSX wB97M-V def2-TZVPD def2/J DEFGRID3
* xyz 0 3
P 0.76 0.27 -0.13
P 2.98 -0.76 -0.01
O 0.95 1.71 -0.29
C -1.64 0.22 0.20
H -1.61 1.23 0.17
H 2.50 -2.05 -0.55
H -1.72 -0.40 1.16
H -2.22 -0.22 -0.54
*
```

***

# CH4OS

A 2-piece molecular cluster, CH4OS overall in a non-equilibrium geometry (the ωB97M-V functional and the def2-TZVPD basis, the Open Molecules 2025 dataset).

As for the SMILES: C=O.S. The highest occupied orbital energy is -10.15 eV. Its total energy is -13983.4373 eV. Its energy above the lowest of the compared OMol25 structures with the same formula, charge and spin is 33.9 kJ/mol. The calculation puts the lowest unoccupied orbital energy at 0.7 eV.

Geometry as ORCA input:
```
! RIJCOSX wB97M-V def2-TZVPD def2/J DEFGRID3
* xyz 0 1
S -1.24 0.39 -1.54
O 1.80 0.00 2.29
C 1.27 -0.02 1.22
H -2.01 0.11 -2.59
H 1.91 0.05 0.33
H 0.19 -0.04 1.04
H -1.91 -0.49 -0.76
*
```

***

# CH4OS

A 2-piece molecular cluster, CH4OS overall in a non-equilibrium geometry (the ωB97M-V functional and the def2-TZVPD basis, the Open Molecules 2025 dataset).

The highest occupied orbital energy (alpha / beta) is -8.44 / -8.00 eV. Its total energy is -13980.2687 eV. Its energy above the lowest of the compared OMol25 structures with the same formula, charge and spin is 339.6 kJ/mol. The calculation puts the lowest unoccupied orbital energy (alpha / beta) at 0.1 / 0.0 eV.

Geometry as ORCA input:
```
! RIJCOSX wB97M-V def2-TZVPD def2/J DEFGRID3
* xyz 0 1
S 1.72 0.24 -0.03
O -0.86 1.06 -0.15
C 0.03 0.44 0.59
H -0.10 0.81 1.54
H -0.39 -1.56 0.62
H -0.64 1.03 -1.08
H 1.06 -0.03 -1.25
*
```

***

# CH4P2

CH4P2 as an isolated structure in a non-equilibrium geometry (the ωB97M-V functional and the def2-TZVPD basis, the Open Molecules 2025 dataset).

The highest occupied orbital energy is -9.48 eV. Its total energy is -19675.8933 eV. Its energy above the lowest of the compared OMol25 structures with the same formula, charge and spin is 186.7 kJ/mol. The calculation puts the lowest unoccupied orbital energy at -0.1 eV.

Geometry as ORCA input:
```
! RIJCOSX wB97M-V def2-TZVPD def2/J DEFGRID3
* xyz 0 1
P 0.12 -1.46 1.10
P 0.48 1.95 0.40
C -0.22 0.49 -0.11
H -1.08 -2.11 0.52
H -0.41 0.42 -1.21
H 0.22 2.84 -0.72
H 0.88 -2.12 0.01
*
```

***

# CH4P2S

A 2-piece molecular cluster, CH4P2S overall in a non-equilibrium geometry (the ωB97M-V functional and the def2-TZVPD basis, the Open Molecules 2025 dataset).

The highest occupied orbital energy (alpha / beta) is -8.23 / -8.90 eV. Its total energy is -30511.2457 eV. Its energy above the lowest of the compared OMol25 structures with the same formula, charge and spin is 325.2 kJ/mol. The calculation puts the lowest unoccupied orbital energy (alpha / beta) at -0.6 / -1.2 eV.

Geometry as ORCA input:
```
! RIJCOSX wB97M-V def2-TZVPD def2/J DEFGRID3
* xyz 0 1
S -1.40 -1.52 -1.14
P -1.41 0.48 -1.92
P -0.87 0.08 0.19
C 1.00 -0.45 0.24
H 1.50 0.28 -0.47
H -3.96 0.99 -1.21
H 1.51 -0.27 1.25
H 1.06 -1.50 -0.21
*
```

***

# CH4S

A single CH4S molecule in a non-equilibrium geometry (the ωB97M-V functional and the def2-TZVPD basis, the Open Molecules 2025 dataset).

As for the SMILES: CS. The highest occupied orbital energy is -8.97 eV. Its total energy is -11936.7073 eV. Its energy above the lowest of the compared OMol25 structures with the same formula, charge and spin is 17.6 kJ/mol. The calculation puts the lowest unoccupied orbital energy at 1.0 eV.

Geometry as ORCA input:
```
! RIJCOSX wB97M-V def2-TZVPD def2/J DEFGRID3
* xyz 0 1
S 1.29 -0.02 -0.40
C -0.47 0.14 -0.07
H -0.71 -0.44 0.80
H -0.99 -0.23 -0.95
H 1.59 -0.66 0.75
H -0.70 1.21 -0.13
*
```